Entry 1:
{
  "formula": "C24H42N2O9P2S2Ti",
  "method": "ωB97M-V/def2-TZVPD",
  "max_force_ha_per_bohr": 0.010,
  "multiplicity": 1,
  "relative_energy_kj_mol": 66.4,
  "gap_ev": 6.93,
  "total_charge": 0,
  "e_tot_ev": -110344.8919,
  "symbols": ["Ti", "S", "C", "C", "C", "C", "C", "C", "C", "C", "C", "N", "H", "H", "H", "H", "H", "H", "C", "C", "C", "O", "P", "O", "C", "P", "O", "O", "C", "C", "C", "O", "C", "C", "C", "O", "C", "C", "C", "H", "H", "H", "H", "H", "H", "H", "H", "H", "H", "H", "H", "H", "H", "H", "H", "H", "H", "H", "H", "H", "H", "H", "H", "H", "H", "H", "H", "H", "H", "C", "S", "C", "H", "H", "H", "H", "H", "H", "O", "N", "O", "O"],
  "xyz": [[0.62252, 1.10444, 1.41578], [-1.49909, 3.04524, 5.04891], [-1.28076, 1.40859, 5.50619], [-0.60866, 0.69559, 4.55668], [-0.24818, 1.44978, 3.39842], [-0.68086, 2.74603, 3.55004], [-0.49025, 3.74737, 2.51803], [-0.93684, 5.06821, 2.58071], [-0.65656, 5.92301, 1.53125], [0.05853, 5.45894, 0.43491], [0.45104, 4.13290, 0.42910], [0.17098, 3.30313, 1.43010], [-1.64274, 1.06938, 6.46447], [-0.36139, -0.34983, 4.68867], [-1.48058, 5.41089, 3.45076], [-0.98836, 6.95276, 1.57036], [0.30846, 6.10434, -0.39466], [1.00892, 3.69732, -0.39127], [-1.04111, 0.08799, -5.08437], [-0.87650, -0.84808, -3.90459], [-2.08176, -1.74745, -3.71424], [-0.73313, -0.04038, -2.71726], [0.55783, -0.09698, -1.77249], [0.29109, 0.95807, -0.76651], [0.68646, -1.82480, -1.24287], [0.27608, -2.10174, 0.50045], [-0.19368, -0.89605, 1.22789], [1.42920, -2.82811, 1.26365], [2.23828, -3.88715, 0.68245], [3.68203, -3.44084, 0.74261], [1.97231, -5.15734, 1.46204], [-0.89076, -3.17170, 0.33008], [-1.87113, -3.48465, 1.37572], [-1.27934, -3.52823, 2.77266], [-3.03236, -2.51739, 1.26985], [1.77981, 0.04543, -2.74588], [2.19395, 1.33857, -3.28927], [2.76590, 1.05068, -4.65995], [3.19545, 1.97461, -2.35396], [-1.13277, -0.48039, -6.01060], [-0.18786, 0.75882, -5.17207], [-1.94132, 0.69031, -4.95498], [0.02975, -1.44863, -4.03672], [-2.97222, -1.13890, -3.55210], [-1.96175, -2.40573, -2.85324], [-2.23698, -2.36443, -4.60033], [1.70925, -2.13952, -1.43936], [-0.00081, -2.42881, -1.83819], [1.92564, -4.03677, -0.35616], [3.97101, -3.28645, 1.78308], [3.81753, -2.49090, 0.22833], [4.32460, -4.20640, 0.30457], [2.17985, -4.99274, 2.52000], [2.62320, -5.95401, 1.10067], [0.93782, -5.48309, 1.34818], [-2.20080, -4.48388, 1.08785], [-0.95741, -2.53735, 3.09331], [-0.43060, -4.20665, 2.83323], [-2.04857, -3.87727, 3.46278], [-2.71276, -1.51223, 1.54013], [-3.82634, -2.83070, 1.94958], [-3.43009, -2.49644, 0.25522], [1.29810, 1.96354, -3.37593], [3.64267, 0.40909, -4.56422], [3.07158, 1.98288, -5.13576], [2.04071, 0.55271, -5.30333], [4.07859, 1.34018, -2.26952], [2.78824, 2.09611, -1.35161], [3.49357, 2.94629, -2.75385], [-2.47009, 2.59862, -0.45444], [-2.18922, 1.22650, 0.67203], [-3.32087, 1.69750, 1.98904], [-2.26960, 3.55106, 0.03779], [-3.49509, 2.58181, -0.82317], [-1.78211, 2.46615, -1.28736], [-4.35401, 1.58301, 1.66250], [-3.13932, 2.72573, 2.30016], [-3.12637, 1.04506, 2.83960], [2.16440, 0.06712, 2.23154], [2.26280, 0.37101, 0.92974], [2.63601, -0.43646, -0.00845], [2.37685, 1.73172, 0.80763]],
  "forces_ev_per_a": [[-0.273, -0.035, -0.209], [0.003, -0.008, 0.021], [-0.002, 0.019, -0.021], [0.004, 0.007, 0.016], [0.052, -0.065, -0.098], [0.050, -0.137, 0.071], [0.006, 0.086, -0.078], [0.056, 0.012, -0.032], [-0.019, 0.007, 0.044], [0.027, -0.022, -0.045], [-0.020, 0.036, 0.022], [0.040, -0.230, -0.009], [-0.003, -0.006, 0.008], [0.002, -0.004, -0.004], [0.003, 0.006, 0.004], [-0.001, 0.004, 0.000], [-0.005, 0.005, 0.001], [0.002, -0.001, 0.000], [-0.001, -0.001, -0.002], [0.009, -0.014, 0.007], [-0.010, -0.031, -0.009], [-0.013, -0.007, 0.083], [-0.100, -0.321, -0.075], [0.038, 0.223, 0.134], [-0.046, -0.049, -0.014], [-0.116, -0.078, -0.107], [0.031, 0.136, 0.034], [0.008, -0.004, -0.096], [0.026, -0.050, 0.031], [-0.002, 0.054, 0.032], [-0.032, -0.019, -0.003], [0.048, 0.113, 0.124], [-0.046, -0.039, -0.123], [0.057, 0.020, -0.046], [0.030, -0.004, 0.001], [0.038, 0.024, -0.017], [-0.013, 0.002, -0.007], [0.002, -0.003, -0.005], [-0.005, -0.007, 0.014], [-0.001, -0.003, -0.004], [0.009, 0.003, 0.005], [-0.004, 0.004, 0.003], [-0.008, 0.007, -0.019], [-0.002, 0.007, 0.000], [0.008, 0.007, 0.012], [0.000, 0.002, -0.001], [0.014, 0.077, 0.054], [0.023, -0.003, -0.011], [0.025, 0.012, 0.000], [0.001, -0.034, 0.014], [-0.036, 0.011, -0.030], [0.004, 0.007, -0.007], [0.006, -0.001, 0.003], [0.008, -0.006, 0.000], [-0.005, 0.018, 0.012], [0.002, -0.014, 0.031], [0.012, 0.023, -0.003], [0.003, -0.012, -0.009], [-0.010, -0.003, -0.012], [0.000, 0.017, -0.007], [-0.011, 0.001, -0.003], [0.009, 0.005, -0.001], [0.007, -0.012, -0.002], [0.000, -0.002, 0.003], [0.001, 0.004, 0.000], [-0.003, 0.002, 0.000], [0.004, 0.001, -0.008], [-0.002, -0.002, 0.006], [0.005, 0.002, 0.004], [0.002, 0.006, -0.008], [-0.067, 0.010, 0.036], [0.005, 0.020, 0.004], [0.001, -0.001, 0.004], [-0.001, 0.001, 0.000], [0.002, -0.004, 0.005], [0.000, 0.003, -0.001], [-0.001, -0.001, 0.000], [0.004, -0.007, -0.006], [0.139, -0.050, 0.125], [-0.290, 0.372, 0.226], [0.150, -0.117, -0.026], [0.169, 0.033, -0.037]]
}

Entry 2:
{
  "formula": "C24H43BiClP2",
  "method": "ωB97M-V/def2-TZVPD",
  "max_force_ha_per_bohr": 0.137,
  "multiplicity": 1,
  "relative_energy_kj_mol": 700.0,
  "gap_ev": [4.62, 4.37],
  "total_charge": 1,
  "e_tot_ev": -62507.7230,
  "symbols": ["Bi", "C", "C", "C", "C", "C", "C", "H", "H", "H", "C", "H", "H", "H", "C", "H", "H", "H", "C", "H", "H", "H", "C", "H", "H", "H", "C", "C", "C", "C", "C", "C", "C", "C", "H", "H", "H", "H", "H", "H", "H", "H", "H", "H", "H", "H", "P", "C", "C", "P", "C", "C", "C", "H", "H", "H", "H", "H", "H", "H", "H", "H", "H", "H", "H", "H", "H", "Cl", "C", "H", "H"],
  "xyz": [[-1.39489, -1.21916, 0.32382], [3.14962, 2.82080, -0.60164], [2.04341, 3.33865, -1.32823], [1.75668, 3.88094, 0.88369], [2.97330, 3.15841, 0.76403], [1.18302, 3.99499, -0.40882], [4.31086, 2.10000, -1.16340], [4.04856, 1.64726, -2.12721], [4.65206, 1.30802, -0.48190], [5.15976, 2.78312, -1.32900], [3.91700, 2.84863, 1.85549], [4.41233, 1.88405, 1.68438], [3.39410, 2.80899, 2.81798], [4.70265, 3.61660, 1.93035], [1.21094, 4.45876, 2.12694], [1.59409, 5.47767, 2.29449], [1.49424, 3.84695, 2.99209], [0.11661, 4.51648, 2.07664], [-0.06724, 4.71335, -0.74018], [0.12193, 5.78121, -0.93430], [-0.78546, 4.65141, 0.08757], [-0.53144, 4.29001, -1.63898], [1.84908, 3.24640, -2.78940], [2.37121, 4.06103, -3.31602], [0.78523, 3.31263, -3.04738], [2.24434, 2.29763, -3.17443], [-0.69301, -3.19334, 0.36513], [0.17023, -3.02892, -0.78926], [-0.22236, -2.98324, -2.23501], [-1.06323, -1.79037, -2.71680], [-2.10549, -1.34614, -1.70838], [-2.95357, -2.20804, -0.88992], [-2.86747, -3.73254, -0.82606], [-1.81251, -4.21570, 0.22087], [-0.74392, -3.90325, -2.56229], [-1.57560, -2.06685, -3.65508], [0.73496, -2.99713, -2.79802], [-1.38479, -5.18238, -0.08726], [-0.13795, -3.17320, 1.32729], [0.94609, -3.91379, -0.68584], [-2.30143, -4.34429, 1.19958], [-3.85196, -4.14892, -0.54217], [-3.94497, -1.78720, -0.65679], [-2.65840, -4.15157, -1.82567], [-0.40751, -0.93763, -2.97740], [-2.53421, -0.37681, -1.97628], [2.75395, -3.44447, -1.36023], [3.10530, -3.12954, 0.40531], [3.03515, -5.25776, -1.31547], [-4.54202, 1.14484, 3.40754], [-3.04307, 0.35420, 2.95989], [-4.78842, 2.35511, 2.01800], [-5.81444, -0.13005, 2.94941], [2.73259, -2.13808, 0.70249], [4.20915, -3.13309, 0.42834], [2.67303, -3.86876, 1.10163], [3.14122, -5.54775, -2.37400], [2.16002, -5.78059, -0.89274], [3.97992, -5.46439, -0.78443], [-5.35611, -1.01315, 2.47733], [-6.58810, 0.31568, 2.30662], [-6.29530, -0.42471, 3.89374], [-2.12476, 0.94284, 2.81517], [-2.81468, -0.63754, 3.37601], [-4.70793, 3.35103, 2.47787], [-5.80454, 2.25709, 1.60720], [-4.02047, 2.24284, 1.23646], [1.37499, 0.18787, 1.25835], [0.40612, 0.05542, -0.18578], [0.99128, -0.42349, -0.97210], [0.03225, 1.04287, -0.47381]],
  "forces_ev_per_a": [[0.203, 3.900, 5.889], [-0.073, 0.322, 0.706], [-1.916, 1.050, 0.954], [2.633, -1.199, 1.000], [-1.510, 0.920, 0.302], [0.881, -1.057, -2.919], [0.102, -0.292, -0.205], [0.206, 0.069, 0.151], [-0.010, 0.202, -0.161], [-0.189, -0.176, 0.037], [0.392, -0.039, 0.367], [-0.038, 0.154, 0.172], [0.223, -0.050, -0.084], [-0.097, -0.239, 0.114], [-0.229, 0.055, 0.324], [-0.125, -0.209, 0.004], [-0.100, 0.217, -0.095], [0.200, 0.056, 0.159], [-0.345, 0.141, -0.057], [-0.099, -0.227, 0.050], [0.057, 0.077, -0.224], [0.015, 0.178, 0.157], [0.019, 0.027, -0.551], [-0.154, -0.233, -0.014], [0.220, -0.030, -0.083], [-0.137, 0.181, -0.096], [0.730, -0.407, 0.904], [5.083, -2.504, -1.680], [0.097, -0.738, -1.007], [0.347, -0.163, 0.054], [-1.925, -1.717, -2.629], [-1.739, 0.231, -3.794], [-0.021, -0.207, 0.424], [0.049, -0.037, 0.421], [-0.031, 0.137, 0.086], [0.080, 0.120, 0.301], [-0.907, 0.176, 0.044], [-0.215, 0.226, 0.101], [-0.258, -0.635, -0.557], [-1.377, -0.022, -0.770], [0.036, -0.069, -0.332], [0.397, 0.478, -0.064], [0.680, -0.004, 0.254], [0.111, 0.460, 0.374], [-0.363, -0.232, 0.293], [-0.027, -0.020, 0.589], [-1.288, 0.782, 1.907], [0.459, 0.525, 0.035], [-0.387, 0.124, -0.986], [-0.304, -0.176, -0.864], [0.891, -0.242, 0.391], [0.188, 0.554, 0.375], [-0.143, -0.204, 0.633], [0.320, -0.302, -0.209], [-0.257, -0.071, 0.549], [0.367, 0.093, -0.446], [-0.004, -0.249, 0.467], [0.557, 0.046, 0.054], [-0.499, 0.019, -0.026], [-0.264, 0.350, 0.099], [0.342, -0.232, 0.171], [0.008, -0.180, -0.427], [-0.506, -0.058, 0.012], [-0.276, 0.336, -0.146], [0.003, -0.143, -0.453], [0.449, 0.015, 0.071], [-0.403, 0.042, 0.226], [-0.068, -0.108, 0.250], [0.099, 0.465, -0.766], [-0.251, -0.077, 0.100], [0.092, -0.182, 0.076]]
}

Entry 3:
{
  "formula": "C24H43ClP2Tc",
  "method": "ωB97M-V/def2-TZVPD",
  "max_force_ha_per_bohr": 0.063,
  "multiplicity": 4,
  "relative_energy_kj_mol": 150.3,
  "gap_ev": [5.87, 6.30],
  "s_squared": 3.99,
  "total_charge": 2,
  "e_tot_ev": -58862.5586,
  "symbols": ["Tc", "C", "C", "C", "C", "C", "C", "H", "H", "H", "C", "H", "H", "H", "C", "H", "H", "H", "C", "H", "H", "H", "C", "H", "H", "H", "C", "C", "C", "C", "C", "C", "C", "C", "H", "H", "H", "H", "H", "H", "H", "H", "H", "H", "H", "H", "P", "C", "C", "P", "C", "C", "C", "H", "H", "H", "H", "H", "H", "H", "H", "H", "H", "H", "H", "H", "H", "Cl", "C", "H", "H"],
  "xyz": [[0.86770, -0.88091, -1.05726], [-1.34658, -0.63606, 1.03861], [-0.86623, -1.58965, 0.03992], [0.77188, -1.27489, 1.70331], [-0.33582, -0.43256, 1.98665], [0.45503, -2.07710, 0.53230], [-2.76438, -0.21598, 1.17858], [-3.27634, -0.20605, 0.21457], [-2.88327, 0.78070, 1.61880], [-3.31183, -0.92221, 1.81978], [-0.48224, 0.40450, 3.22219], [-1.32392, 1.10130, 3.11758], [0.41393, 1.00750, 3.42621], [-0.67518, -0.21590, 4.11516], [2.00560, -1.37218, 2.50426], [1.83799, -1.99700, 3.39340], [2.34599, -0.39005, 2.86074], [2.81338, -1.82639, 1.92231], [1.13426, -3.25156, -0.05553], [0.80730, -4.13066, 0.50102], [2.23121, -3.18035, -0.02250], [0.81854, -3.38196, -1.10646], [-1.77471, -2.34062, -0.84814], [-2.25545, -3.13915, -0.26701], [-1.22318, -2.78296, -1.67738], [-2.54960, -1.68262, -1.26235], [-0.82551, 2.67643, -2.11396], [-1.90585, 1.86995, -2.22558], [-2.14755, 0.66283, -3.13028], [-1.02994, -0.34996, -3.60922], [0.39455, -0.37158, -3.10450], [1.54176, 0.55709, -3.63748], [1.52624, 2.08324, -3.37479], [0.27779, 3.02173, -3.04645], [-2.73796, 1.03328, -4.01440], [-1.02411, -0.36000, -4.72478], [-2.88313, 0.02716, -2.59568], [-0.17476, 3.35819, -3.99462], [-0.53761, 2.86224, -1.03724], [-2.44669, 1.71840, -1.26841], [0.75255, 3.91716, -2.58803], [2.26792, 2.36823, -2.60417], [2.47630, 0.19376, -3.17716], [1.98487, 2.46905, -4.31408], [-1.43965, -1.34859, -3.43794], [0.75916, -1.37380, -3.45880], [-0.67206, 1.60627, -5.47663], [-0.88234, 3.32231, -6.16625], [-1.88443, 0.88964, -6.67617], [1.83449, -0.15935, -5.30625], [0.89325, 1.06104, -6.27204], [1.11960, -1.75763, -5.79163], [3.47543, -0.05381, -6.07381], [-0.13051, 4.01915, -5.79085], [-1.87302, 3.67060, -5.85463], [-0.82921, 3.27862, -7.25870], [-1.62523, 1.28006, -7.66617], [-2.88886, 1.23712, -6.40092], [-1.88302, -0.20362, -6.70631], [3.26945, 0.29933, -7.10537], [3.97044, -1.04266, -6.14173], [4.12105, 0.68168, -5.56290], [1.57494, 1.90812, -6.42095], [0.71362, 0.57055, -7.24058], [1.84271, -2.56523, -5.62773], [0.93121, -1.70651, -6.86728], [0.17703, -2.01602, -5.29692], [1.59506, 1.58874, 0.55249], [2.39167, 0.31443, -0.45701], [2.93498, 0.87316, -1.22582], [3.04781, -0.29539, 0.17402]],
  "forces_ev_per_a": [[0.024, 2.498, -1.918], [0.604, -0.673, -0.186], [0.217, 0.459, 1.930], [-0.336, -1.000, -1.544], [-0.534, -0.108, 0.280], [-1.184, 0.696, 1.979], [-0.246, 0.510, -0.354], [0.000, 0.001, 0.054], [0.118, -0.230, -0.048], [0.211, 0.068, -0.073], [-0.001, 0.294, -0.025], [0.243, -0.217, 0.075], [-0.158, -0.252, -0.072], [0.106, 0.126, -0.372], [0.497, 0.130, 0.132], [0.018, 0.090, -0.185], [-0.136, -0.216, -0.093], [-0.049, -0.044, 0.199], [0.374, -0.599, 0.143], [0.187, -0.378, -0.252], [-0.248, -0.163, 0.095], [0.137, -0.283, 0.202], [-0.317, 0.028, -0.393], [0.048, -0.005, -0.237], [-0.203, -0.285, -0.122], [0.186, -0.292, 0.102], [0.222, -1.939, 1.940], [1.763, -1.503, 1.368], [-1.274, 0.274, -0.891], [-0.955, 0.219, -0.683], [0.587, -1.205, 0.888], [-0.116, -1.568, 1.570], [0.337, 0.975, -0.875], [0.537, 0.651, -1.016], [0.597, -0.664, 0.494], [-0.077, -0.054, 0.847], [0.284, 0.438, -0.157], [0.461, -0.026, 0.860], [-0.943, 0.811, -1.190], [0.170, 0.543, -0.660], [-0.104, -0.459, -0.485], [-0.213, -0.706, -0.268], [-0.218, 0.023, 0.429], [-0.293, 0.448, 0.658], [-0.003, -0.110, 0.476], [-0.290, 0.244, 0.464], [-0.893, 1.645, -1.412], [0.441, -0.359, -0.250], [0.108, -0.100, 0.023], [-1.139, 2.232, -2.016], [0.476, -0.551, -0.908], [0.242, -0.577, 0.463], [0.303, -0.300, -0.036], [-0.078, 0.011, -0.126], [0.144, -0.019, -0.075], [-0.062, 0.279, 0.148], [-0.249, -0.225, 0.067], [0.218, -0.120, -0.144], [-0.058, 0.084, 0.013], [0.228, -0.192, 0.547], [-0.167, 0.599, 0.209], [-0.257, -0.356, -0.219], [-0.210, -0.065, -0.075], [0.091, 0.453, -0.034], [-0.148, 0.113, 0.062], [0.134, 0.159, 0.052], [0.285, 0.200, -0.135], [0.429, -0.204, -0.361], [0.056, 0.808, 1.116], [-0.080, -0.450, 0.040], [0.155, 0.389, -0.036]]
}